(1)
29
Properties=species:S:1:pos:R:3 method="wB97M-V/def2-TZVPD" spin_multiplicity=1 lumo_energy_ev="0.74 / 0.54" total_energy_ha=-538.04286
N -1.4968 1.1805 1.8256
N -0.8637 0.2039 1.3527
C 0.0990 -0.8632 -0.6675
C 0.6720 1.6598 -0.7277
C -0.7536 -1.0595 1.6315
C -1.0693 -0.5495 -1.5887
C 1.6856 0.0304 1.0005
C -0.4249 -1.9468 0.4684
C 0.5430 0.3545 0.0492
C 0.2668 -1.2318 2.7937
C -0.6309 0.5567 -2.6097
C -0.4255 1.9079 -1.7852
C 1.6180 -0.6069 2.1756
H 0.8675 2.5518 -0.0640
H -1.3655 -2.3890 -0.0272
H -1.4323 0.6302 -3.3818
H -2.0004 -0.2485 -1.0454
H -0.0332 2.6473 -2.4760
H -1.4444 2.2096 -1.3748
H 0.0565 -0.6866 3.7144
H 0.2953 0.2008 -2.9778
H 2.5878 0.5238 0.6421
H -1.2882 -1.4077 -2.1467
H -1.2741 2.0057 1.4035
H 0.5813 -2.2226 2.9540
H 1.4669 1.3910 -1.3608
H 1.0382 -1.3756 -1.1256
H 2.5455 -0.7525 2.7053
H 0.1795 -2.7137 0.6421

***

(2)
38
Properties=species:S:1:pos:R:3 method="wB97M-V/def2-TZVPD" spin_multiplicity=1 lumo_energy_ev=-0.28 total_energy_ha=-4381.36006
Br 6.3065 -2.9975 -0.6300
S 2.9086 1.6848 0.8009
S 3.9576 -1.0072 -0.0733
O -0.8620 2.8882 -1.9247
O -4.6262 -3.1220 0.8590
O 3.3958 2.8164 1.5290
O 1.8402 0.9143 1.3915
O -5.7061 -2.1072 -0.8232
N -0.3971 1.4306 -0.2264
C -0.1440 2.4864 -1.0376
C -3.6082 -1.2368 -0.1086
C 2.3902 2.2174 -0.8632
C 4.2697 0.5788 0.5161
C -3.6167 -0.1966 -1.0361
C 1.2004 3.1617 -0.7357
C -2.5736 0.7037 -1.1017
C 6.4042 -0.2808 0.3679
C -1.4954 0.5716 -0.2282
C -4.7527 -2.1714 -0.0849
C -2.5283 -1.3652 0.7644
C 5.5962 0.8229 0.7045
C -5.6923 -4.0540 0.9382
C -1.4836 -0.4699 0.7035
C 5.6590 -1.3359 -0.0706
H 1.1825 3.5690 0.2791
H -5.4392 -4.7390 1.7435
H 5.9625 1.7599 1.0811
H 2.1573 1.3213 -1.4337
H -0.6426 -0.5610 1.3763
H 0.2976 1.2106 0.4876
H -6.6317 -3.5397 1.1522
H -5.7970 -4.5929 -0.0059
H -4.4601 -0.1093 -1.7040
H -2.5851 1.5068 -1.8192
H -2.5183 -2.1680 1.4844
H 3.2595 2.7140 -1.2856
H 1.2972 3.9958 -1.4326
H 7.4756 -0.2998 0.4461

***

(3)
77
Properties=species:S:1:pos:R:3 method="wB97M-V/def2-TZVPD" spin_multiplicity=3 total_charge=-2 s_squared=2.0169 lumo_energy_ev="4.01 / 4.01" total_energy_ha=-4341.73505
Te -0.2130 -2.4089 -1.1227
Ti 0.0551 1.0420 0.1376
S -2.4887 0.5930 -2.7693
S -0.6762 5.6709 -1.1994
S -0.1640 0.5815 -4.6368
O -1.7756 0.3440 -0.0719
O -2.0961 2.0203 1.3423
O 4.1988 0.5221 0.6663
O 1.7373 0.1963 -0.2191
N 0.5507 1.2192 4.4009
N -0.4475 0.2799 6.2496
N 0.0818 0.6914 -2.0166
N 1.4249 2.3919 1.0884
N -0.0393 0.3748 2.2171
N -0.9125 -0.6368 4.1908
N 1.4166 0.6696 -2.4197
N -1.4615 -1.4563 2.1407
N -0.5327 2.8925 -0.7607
C 5.9757 0.5958 -0.9282
C -0.1207 -4.4271 -0.4792
C -2.8065 1.0721 -4.4825
C 0.6214 1.2730 3.0431
C -1.2146 -6.4903 0.2331
C 2.1955 0.4527 -1.3925
C -6.6908 0.2092 0.2065
C 4.1246 0.5642 -2.9664
C 5.4748 0.6380 -3.2702
C -0.7538 0.6466 -2.9730
C 1.1671 -6.4419 0.0125
C -4.4019 -0.5347 0.2983
C -0.2487 0.2941 4.8778
C -2.5269 1.0915 0.6563
C 2.3337 3.0651 3.2287
C -0.7769 -0.5421 2.8556
C -6.2792 1.5072 0.4822
C -4.9318 1.7796 0.6850
C -1.2722 -5.1543 -0.1486
C 2.2997 3.2081 0.5015
C -1.8061 0.3565 -5.3659
C 1.1008 -5.1080 -0.3725
C -3.9932 0.7630 0.5807
C -5.7513 -0.8122 0.1232
C 3.2244 3.8842 2.6017
C 4.6131 0.5280 -0.6212
C 3.6683 0.4957 -1.6543
C 3.2328 3.9502 1.1862
C -0.5864 4.0456 -0.9198
C 6.4053 0.6434 -2.2403
C 0.0068 -7.1496 0.3099
C 1.4479 2.2651 2.4533
H 3.9184 4.5901 0.6484
H 6.6956 0.6312 -0.1163
H -3.6499 -1.3098 0.2068
H -1.7778 0.7796 -6.3711
H 7.4658 0.7043 -2.4550
H 2.0140 -4.5698 -0.5978
H 2.2770 2.9754 4.3038
H -0.8098 -0.5925 6.5961
H -1.8292 -2.2153 2.6871
H -3.8356 0.7909 -4.7103
H -2.0201 -0.7117 -5.4161
H 2.2441 3.2619 -0.5810
H 2.1308 -6.9362 0.0833
H -7.7414 -0.0034 0.0424
H 0.0543 -8.1954 0.5926
H -1.1778 -1.6457 1.1770
H -7.0072 2.3090 0.5265
H 3.9284 4.4761 3.1764
H -2.6956 2.1539 -4.5720
H -2.2338 -4.6562 -0.2015
H -4.5826 2.7828 0.8967
H 0.3082 0.6866 6.7745
H -2.1290 -7.0251 0.4697
H 5.7998 0.6882 -4.3016
H 4.9580 0.6391 1.2454
H 3.3746 0.5611 -3.7461
H -6.0677 -1.8252 -0.0965